The following is a quantum chemistry calculation of a 4-piece molecular cluster, C11H21BBrN7O10P overall at a distorted geometry, from the OMol25 dataset.

Bonds (Å) are listed after each position.
Cartesian coordinates (Å):
1 C -2.978 -2.310 -0.156  C2 1.195, H20 1.057
2 C -1.870 -2.306 0.291  C1 1.195, C3 1.500
3 C -0.384 -2.231 0.483  C2 1.500, O4 1.374, C12 1.598, H21 1.091
4 O 0.238 -1.962 -0.711  C3 1.374, B5 1.461
5 B 0.441 -0.515 -0.739  O4 1.461, C6 1.641, P7 1.956, O11 1.521
6 C -0.854 0.448 -1.039  B5 1.641, H22 1.089, H23 1.090, H24 1.093
7 P 1.697 -0.043 -2.163  B5 1.956, O8 1.482, O9 1.636, O10 1.637
8 O 1.415 -0.880 -3.353  P7 1.482
9 O 3.276 -0.178 -1.758  P7 1.636, H25 0.963
10 O 1.521 1.510 -2.649  P7 1.637, H26 0.964
11 O 0.838 -0.241 0.703  B5 1.521, C12 1.328
12 C 0.127 -1.072 1.456  C3 1.598, O11 1.328, C13 1.542, O17 1.508
13 C -0.946 -0.398 2.335  C12 1.542, C14 1.518, H27 1.088, H28 1.084
14 C -0.351 0.902 2.846  C13 1.518, O15 1.177, Br16 1.944
15 O 0.565 0.919 3.584  C14 1.177
16 Br -1.140 2.564 2.219  C14 1.944
17 O 0.947 -1.805 2.488  C12 1.508, C18 1.280
18 C 2.167 -1.945 2.127  O17 1.280, N19 1.152
19 N 3.276 -2.200 1.947  C18 1.152
20 H -3.904 -2.440 -0.650  C1 1.057
21 H -0.152 -3.206 0.914  C3 1.091
22 H -0.532 1.485 -0.960  C6 1.089
23 H -1.673 0.290 -0.338  C6 1.090
24 H -1.255 0.245 -2.035  C6 1.093
25 H 3.534 0.483 -1.107  O9 0.963
26 H 1.591 1.463 -3.610  O10 0.964
27 H -1.105 -1.053 3.189  C13 1.088
28 H -1.876 -0.271 1.794  C13 1.084
29 C 6.177 -2.058 5.044  O30 1.223, N31 1.358, N32 1.374
30 O 7.119 -1.347 5.366  C29 1.223
31 N 5.514 -1.931 3.866  C29 1.358, H33 1.004, H34 1.002
32 N 5.709 -3.056 5.864  C29 1.374, H35 1.001, H36 1.001
33 H 4.738 -2.504 3.589  N31 1.004
34 H 5.821 -1.212 3.239  N31 1.002
35 H 6.171 -3.181 6.743  N32 1.001
36 H 4.939 -3.651 5.626  N32 1.001
37 C -4.960 1.830 0.722  O38 1.212, N39 1.371, N40 1.371
38 O -3.953 1.342 1.188  C37 1.212
39 N -5.181 3.183 0.706  C37 1.371, H41 1.001, H42 1.002
40 N -5.960 1.072 0.168  C37 1.371, H43 1.002, H44 1.001
41 H -6.001 3.609 0.323  N39 1.001
42 H -4.465 3.766 1.099  N39 1.002
43 H -5.825 0.079 0.159  N40 1.002
44 H -6.796 1.456 -0.226  N40 1.001
45 C -0.931 2.053 -5.669  O46 1.211, N47 1.376, N48 1.369
46 O -1.479 1.942 -4.595  C45 1.211
47 N -0.910 3.233 -6.377  C45 1.376, H49 1.001, H50 1.002
48 N -0.273 1.008 -6.260  C45 1.369, H51 1.006, H52 1.001
49 H -0.457 3.343 -7.262  N47 1.001
50 H -1.377 4.018 -5.965  N47 1.002
51 H -0.252 0.138 -5.754  N48 1.006
52 H 0.196 1.071 -7.142  N48 1.001

highest occupied orbital energy: -5.406 eV
charge: -1
lowest unoccupied orbital energy: 2.331 eV

=====

The following is a quantum chemistry calculation of one molecule with the formula C3H5NO3, from the OMol25 dataset.

Bonds (Å) are listed after each position.
Cartesian coordinates (Å):
1 N -1.671 -0.670 0.059  C2 1.370, H8 1.008, H9 1.009
2 C -0.583 -0.276 0.792  N1 1.370, O3 1.209, C4 1.529
3 O -0.105 -0.932 1.689  C2 1.209
4 C 0.015 1.076 0.401  C2 1.529, O5 1.448, H10 1.100, H11 1.092
5 O 0.959 0.979 -0.694  C4 1.448, C6 1.351
6 C 1.483 -0.197 -1.106  O5 1.351, O7 1.199, H12 1.099
7 O 1.292 -1.295 -0.666  C6 1.199
8 H -2.008 -0.129 -0.722  N1 1.008
9 H -1.816 -1.668 0.008  N1 1.009
10 H -0.760 1.794 0.096  C4 1.100
11 H 0.537 1.485 1.269  C4 1.092
12 H 2.131 -0.010 -1.973  C6 1.099

highest occupied orbital energy: -10.030 eV
charge: 0
SMILES string: NC(=O)COC=O
lowest unoccupied orbital energy: 0.681 eV
energy above the lowest of the compared OMol25 structures with the same formula, charge and spin: 26.5 kcal/mol

=====

Which frontier orbital gap belongs to each record? In order, 7.74 10.71 eV.
Which molecular weight belongs to each record? In order, 533.02 103.08 u.